(1)
C8H15N2 | ωB97M-V with the def2-TZVPD basis set

For the molar mass, the calculation gives 139.2 g mol⁻¹. The HOMO-LUMO gap is 7.711 eV. The energy above the lowest of the compared OMol25 structures with the same formula, charge and spin is 83.1 kcal per mole. Its energy is -422.96187 a.u. The LUMO energy comes out at -5.216 eV. The net charge is +1.

The geometry in XYZ format:
```
25
C8H15N2 (ωB97M-V with the def2-TZVPD basis set)
C -2.089 0.013 0.641
C 0.152 -1.597 -0.679
C -1.363 -1.388 -1.184
C 0.483 -0.233 -0.529
C 0.240 0.394 0.750
C 0.911 0.499 -1.757
C 1.538 -0.127 1.493
C 0.376 1.940 0.692
N -2.038 -0.408 -0.520
N -0.976 -0.086 1.468
H -3.005 0.435 0.957
H -0.117 -2.274 0.220
H 0.576 -2.138 -1.561
H -1.380 -1.214 -2.284
H -1.770 -2.347 -0.829
H -0.095 1.012 -2.153
H 1.096 -0.182 -2.576
H 1.725 1.224 -1.495
H 2.390 -0.118 0.735
H 1.480 -1.130 1.987
H 1.797 0.679 2.227
H 1.363 2.344 0.457
H -0.034 2.476 1.555
H -0.393 2.143 -0.092
H -0.867 0.085 2.479
```

These are the Löwdin partial charges, in e, on atoms 1 to 8: -0.173 -0.081 -0.172 -0.199 -0.507 0.032 0.019 -0.014

(2)
C8H15N2OS | ωB97M-V with the def2-TZVPD basis set

As for the SMILES: C/C=C(\[NH3+])SC(C)(C)CN=C=O. For the molar mass, the calculation gives 187.3 g mol⁻¹. The HOMO-LUMO gap is 9.994 eV. The energy above the lowest of the compared OMol25 structures with the same formula, charge and spin is 81.7 kcal per mole. Its energy is -896.44916 a.u. The LUMO energy comes out at -3.150 eV. The net charge is +1.

The geometry in XYZ format:
```
27
C8H15N2OS (ωB97M-V with the def2-TZVPD basis set)
C 1.116 3.394 -0.241
C 1.157 2.071 0.357
C 0.922 0.988 -0.381
N 0.728 0.995 -1.850
S 1.562 -0.538 0.218
C -0.110 -1.494 0.676
C 0.458 -2.739 1.399
C -0.986 -0.671 1.643
C -0.815 -1.842 -0.608
N -1.312 -0.667 -1.325
C -2.426 -0.270 -1.276
O -3.426 0.289 -1.474
H 1.874 3.986 0.468
H 0.178 3.854 -0.310
H 1.666 3.253 -1.158
H 1.236 1.919 1.462
H 0.523 2.037 -1.945
H -0.146 0.338 -2.018
H 1.513 0.581 -2.359
H 1.386 -3.078 1.004
H -0.157 -3.661 1.205
H 0.358 -2.447 2.484
H -1.669 -1.431 2.257
H -1.688 0.024 1.117
H -0.370 -0.019 2.203
H -0.045 -2.316 -1.174
H -1.526 -2.557 -0.377
```

These are the Löwdin partial charges, in e, on atoms 1 to 8: -0.071 -0.173 -0.614 0.152 1.003 -0.672 -0.097 -0.068

(3)
C8H15N2OS2 | ωB97M-V with the def2-TZVPD basis set

For the molar mass, the calculation gives 219.4 g mol⁻¹. The HOMO-LUMO gap is 8.666 eV. The energy above the lowest of the compared OMol25 structures with the same formula, charge and spin is 0.0 kcal per mole. Its energy is -1294.59867 a.u. The LUMO energy comes out at -3.041 eV. The net charge is +1.

The geometry in XYZ format:
```
28
C8H15N2OS2 (ωB97M-V with the def2-TZVPD basis set)
C -0.513 0.050 -0.120
C -1.662 0.854 -0.136
C -1.617 -1.972 0.502
C 0.771 1.720 0.926
C -0.044 2.944 0.761
C -2.614 -1.177 1.198
C 0.460 -2.124 -0.710
C 1.083 1.411 -1.525
N -0.359 -1.295 0.152
N 0.721 0.762 -0.199
O -3.206 -0.804 -1.395
S -1.760 2.588 0.021
S -3.295 -0.010 -0.131
H -1.228 -2.864 1.061
H -2.151 -2.243 -0.464
H 1.786 1.977 1.062
H 0.439 1.109 1.728
H -0.301 3.558 1.763
H 0.499 3.636 0.121
H -3.326 -1.914 1.518
H -2.313 -0.622 2.094
H 1.105 -1.563 -1.413
H 0.979 -2.727 0.053
H -0.210 -2.741 -1.370
H 2.080 1.994 -1.285
H 1.368 0.692 -2.228
H 0.210 2.011 -1.680
H 1.442 0.029 -0.001
```

These are the Löwdin partial charges, in e, on atoms 1 to 8: -0.329 -0.640 -0.253 -0.189 -0.366 -0.278 -0.024 0.077

(4)
C8H15N2S | ωB97M-V with the def2-TZVPD basis set

For the molar mass, the calculation gives 171.3 g mol⁻¹. The HOMO-LUMO gap is 7.890 eV. The energy above the lowest of the compared OMol25 structures with the same formula, charge and spin is 129.5 kcal per mole. Its energy is -821.07630 a.u. The LUMO energy comes out at -6.566 eV. The net charge is +1.

The geometry in XYZ format:
```
26
C8H15N2S (ωB97M-V with the def2-TZVPD basis set)
C 1.062 -2.536 0.989
C -0.103 -1.099 -0.818
C -0.330 0.346 0.047
C -1.275 -2.908 -2.042
C 1.703 3.472 1.188
C -1.425 -1.709 -1.191
C 1.007 1.041 0.259
C 0.664 2.479 0.830
N 0.663 -1.937 0.044
N -1.001 -0.208 1.079
S -0.423 -0.847 2.390
H 0.515 -0.655 -1.558
H -0.745 1.013 -0.680
H -2.212 -3.463 -2.341
H -0.883 -3.731 -1.441
H -0.586 -2.834 -2.913
H 1.934 3.355 2.202
H 1.236 4.442 1.230
H 2.485 3.686 0.415
H -1.987 -2.105 -0.305
H -2.040 -0.925 -1.582
H 1.694 0.523 0.855
H 1.493 1.151 -0.737
H 0.008 2.746 -0.163
H 0.005 2.288 1.690
H -1.458 -1.587 2.553
```

These are the Löwdin partial charges, in e, on atoms 1 to 8: 0.070 -0.204 -0.363 -0.106 -0.102 -0.228 -0.180 -0.239

(5)
C8H15N2S | ωB97M-V with the def2-TZVPD basis set

For the molar mass, the calculation gives 171.3 g mol⁻¹. The HOMO-LUMO gap is 8.227 eV. The energy above the lowest of the compared OMol25 structures with the same formula, charge and spin is 113.4 kcal per mole. Its energy is -821.10201 a.u. The LUMO energy comes out at -3.998 eV. The net charge is +1.

The geometry in XYZ format:
```
26
C8H15N2S (ωB97M-V with the def2-TZVPD basis set)
C 0.163 -1.554 0.733
C 1.508 -1.658 0.818
C 0.825 -1.132 -2.474
C 1.040 0.011 -0.532
C -3.075 1.853 1.005
C 3.426 -0.454 -0.269
C -1.676 1.208 0.989
C -1.423 0.194 -0.089
N -0.096 -0.428 0.019
N 2.043 -0.691 0.020
S 0.875 -2.777 -2.300
H -0.577 -2.220 1.183
H 2.195 -2.396 1.360
H -0.053 -1.017 -2.972
H 1.137 0.925 -0.991
H -3.167 2.643 0.297
H -3.597 1.107 0.577
H -3.422 2.118 1.915
H 3.935 -1.291 -0.170
H 3.673 -0.164 -1.224
H 3.838 0.385 0.536
H -1.472 0.678 1.818
H -1.094 2.035 0.974
H -2.343 -0.547 -0.021
H -1.510 0.722 -0.950
H 2.204 -2.787 -1.634
```

These are the Löwdin partial charges, in e, on atoms 1 to 8: -0.053 -0.046 -0.386 -0.125 -0.029 0.012 -0.211 -0.110

(6)
C8H15N3 | ωB97M-V with the def2-TZVPD basis set

As for the SMILES: CC(C)[C@H](NN)c1ccc[nH]1. For the molar mass, the calculation gives 153.2 g mol⁻¹. The HOMO-LUMO gap is 8.821 eV. The energy above the lowest of the compared OMol25 structures with the same formula, charge and spin is 86.5 kcal per mole. Its energy is -477.96763 a.u. The LUMO energy comes out at 0.927 eV. The net charge is 0.

The geometry in XYZ format:
```
26
C8H15N3 (ωB97M-V with the def2-TZVPD basis set)
C 2.663 1.041 0.630
C 1.251 0.948 0.032
C 1.112 0.859 -1.450
C 0.525 -0.313 0.684
N 1.043 -1.582 0.395
N 0.302 -2.690 0.979
C -1.153 -0.083 0.123
C -1.800 -0.706 -0.973
C -3.089 -0.153 -1.053
C -3.217 0.803 -0.050
N -2.036 0.805 0.675
H 3.127 1.661 -0.013
H 2.615 1.589 1.622
H 3.183 0.072 0.619
H 0.803 1.981 0.228
H 1.467 -0.124 -1.834
H 1.800 1.688 -1.861
H 0.031 0.850 -1.552
H 0.666 -0.191 1.817
H 0.911 -1.744 -0.632
H -0.076 -2.335 1.818
H 1.057 -3.327 1.423
H -1.312 -1.169 -1.812
H -3.860 -0.311 -1.764
H -4.166 1.148 0.480
H -1.847 1.284 1.468
```

These are the Löwdin partial charges, in e, on atoms 1 to 8: -0.079 -0.421 -0.091 -0.243 -0.125 0.006 -0.163 -0.093

(7)
C8H15N4OS | ωB97M-V with the def2-TZVPD basis set

As for the SMILES: NC(=O)C(/N=C\C[S-])=[N+]1CC[NH2+]CC1. For the molar mass, the calculation gives 215.3 g mol⁻¹. The HOMO-LUMO gap (spin up / spin down) is 7.062 / 7.064 eV. The energy above the lowest of the compared OMol25 structures with the same formula, charge and spin is 0.0 kcal per mole. Its energy is -1005.94261 a.u. The LUMO energy (spin up / spin down) comes out at -3.701 / -3.700 eV. The net charge is +1.

The geometry in XYZ format:
```
29
C8H15N4OS (ωB97M-V with the def2-TZVPD basis set)
N -0.720 3.099 -0.455
C 0.124 2.046 -0.261
O 1.174 2.172 0.353
C -0.266 0.618 -0.623
N -0.543 0.193 -1.915
C -1.595 0.357 -2.573
C -2.952 0.823 -2.062
S -2.945 1.093 -0.319
N -0.007 -0.424 0.293
C 0.230 -1.819 -0.032
C 1.775 -2.010 0.190
N 2.106 -1.685 1.589
C 1.677 -0.331 1.927
C 0.145 -0.143 1.650
H -1.722 2.911 -0.524
H -0.438 4.021 -0.068
H -1.730 0.007 -3.548
H -3.017 1.655 -2.771
H -3.525 -0.041 -2.333
H 0.100 -2.239 -0.988
H -0.438 -2.536 0.598
H 2.071 -3.037 -0.085
H 2.258 -1.309 -0.550
H 1.603 -2.339 2.202
H 3.230 -1.744 1.737
H 2.164 0.452 1.374
H 1.770 -0.004 2.934
H -0.469 -0.752 2.405
H -0.059 0.967 1.853
```

These are the Löwdin partial charges, in e, on atoms 1 to 8: 0.154 -0.477 0.041 -0.164 0.124 -0.161 -0.608 0.600

(8)
C8H15N6O | ωB97M-V with the def2-TZVPD basis set

For the molar mass, the calculation gives 211.2 g mol⁻¹. The HOMO-LUMO gap (spin up / spin down) is 5.971 / 6.630 eV. The energy above the lowest of the compared OMol25 structures with the same formula, charge and spin is 2.3 kcal per mole. Its energy is -717.25778 a.u. The LUMO energy (spin up / spin down) comes out at -3.599 / -3.220 eV. The net charge is +1.

The geometry in XYZ format:
```
30
C8H15N6O (ωB97M-V with the def2-TZVPD basis set)
C -1.219 -1.896 0.263
C -0.415 1.485 -0.032
C 2.907 0.630 -0.446
C 1.969 1.403 0.475
C -2.703 0.978 -0.617
C -3.063 -0.163 0.397
C 2.298 -0.812 -0.451
C 0.904 -0.483 -0.120
N -2.344 -1.208 0.632
N 0.018 -1.518 -0.191
N 0.671 0.772 0.194
N -1.322 1.131 -0.956
N -1.402 -3.199 -0.056
N -0.536 2.688 0.684
O 2.777 -1.802 0.431
H 2.927 0.908 -1.468
H 3.935 0.716 -0.079
H 2.221 1.206 1.455
H 1.872 2.425 0.201
H -3.221 0.579 -1.598
H -3.178 1.858 -0.155
H -3.813 -0.142 1.174
H 2.420 -1.260 -1.446
H 0.504 -2.383 -0.184
H -1.010 0.847 -1.849
H -2.376 -3.545 0.280
H -0.600 -3.759 0.358
H -0.376 2.725 1.655
H -1.317 3.261 0.426
H 3.472 -1.441 1.022
```

These are the Löwdin partial charges, in e, on atoms 1 to 8: -0.391 -0.339 -0.051 -0.055 -0.141 -0.081 -0.307 -0.229

(9)
C8H15NNb | ωB97M-V with the def2-TZVPD basis set

For the molar mass, the calculation gives 218.1 g mol⁻¹. The HOMO-LUMO gap is 7.707 eV. Its energy is -425.33024 a.u. The LUMO energy comes out at 3.015 eV. The net charge is -1.

The geometry in XYZ format:
```
25
C8H15NNb (ωB97M-V with the def2-TZVPD basis set)
N -4.324 0.925 -0.011
C -3.091 1.540 -0.570
C -2.133 2.010 0.550
Nb -0.203 0.834 0.569
C 1.514 -0.583 0.080
C 2.724 -0.156 -0.472
C 3.779 -1.040 -0.671
C 3.635 -2.379 -0.343
C 2.447 -2.838 0.196
C 1.397 -1.945 0.393
H -5.123 1.203 -0.567
H -4.251 -0.077 -0.127
H -3.340 2.355 -1.245
H -2.578 0.800 -1.175
H -1.934 3.080 0.479
H -2.656 1.853 1.491
H -0.125 0.638 2.401
H 0.909 2.278 0.855
H -0.181 1.226 -1.234
H -1.277 -0.668 0.473
H 2.838 0.884 -0.729
H 4.714 -0.702 -1.089
H 4.457 -3.058 -0.514
H 2.332 -3.879 0.450
H 0.470 -2.300 0.807
```

These are the Löwdin partial charges, in e, on atoms 1 to 8: -0.037 -0.426 -0.449 1.076 -0.396 -0.172 -0.126 -0.136

(10)
C8H15O5Pt | ωB97M-V with the def2-TZVPD basis set

For the molar mass, the calculation gives 386.3 g mol⁻¹. The HOMO-LUMO gap (spin up / spin down) is 5.313 / 6.342 eV. The energy above the lowest of the compared OMol25 structures with the same formula, charge and spin is 0.0 kcal per mole. Its energy is -808.21575 a.u. The LUMO energy (spin up / spin down) comes out at -9.691 / -9.744 eV. The spin multiplicity is 4. The net charge is +2.

The geometry in XYZ format:
```
29
C8H15O5Pt (ωB97M-V with the def2-TZVPD basis set)
C -1.323 2.362 -2.138
O -0.322 1.722 -2.475
C 0.983 1.915 -1.829
C 1.679 0.583 -1.764
O 1.055 -0.293 -0.817
C 0.339 -1.421 -1.340
C -0.928 -1.680 -0.548
O -1.553 -2.693 -0.688
H -1.293 3.050 -1.281
H -2.263 2.095 -2.633
H 0.811 2.368 -0.845
H 1.537 2.599 -2.483
H 1.707 0.094 -2.745
H 2.713 0.766 -1.445
H 0.994 -2.302 -1.319
H 0.036 -1.220 -2.376
O 0.708 -1.917 1.317
C -0.187 -1.820 2.376
C -0.137 -0.449 3.046
O -0.013 0.564 2.011
C -1.190 0.968 1.399
Pt 1.301 -0.278 0.947
H -0.029 -2.581 3.162
H -1.218 -1.957 1.991
H 0.757 -0.346 3.676
H -1.028 -0.227 3.648
H -1.113 2.057 1.335
H -2.262 0.778 1.380
H -1.340 -0.719 0.191
```

These are the Löwdin partial charges, in e, on atoms 1 to 8: 0.245 0.071 -0.034 -0.112 -0.421 -0.097 -0.260 0.143

(11)
C8H15OP | ωB97M-V with the def2-TZVPD basis set

As for the SMILES: C=CP(O)C=C.C=C(C)C. For the molar mass, the calculation gives 158.2 g mol⁻¹. The HOMO-LUMO gap is 9.546 eV. The energy above the lowest of the compared OMol25 structures with the same formula, charge and spin is 48.6 kcal per mole. Its energy is -730.27187 a.u. The LUMO energy comes out at 0.945 eV. The net charge is 0.

The geometry in XYZ format:
```
25
C8H15OP (ωB97M-V with the def2-TZVPD basis set)
C -3.784 -0.720 0.828
C -2.881 -1.118 -0.020
P -1.200 -0.532 0.043
O -0.854 -1.370 -1.307
C -1.563 1.103 -0.744
C -1.306 2.258 -0.164
H -4.843 -1.101 0.697
H -3.682 -0.250 1.737
H -3.119 -1.551 -0.952
H -0.104 -1.553 -1.759
H -1.942 1.036 -1.866
H -1.269 3.284 -0.649
H -0.871 2.305 0.955
C 3.043 -0.390 -1.138
C 2.338 -0.190 0.046
C 1.839 1.152 0.507
C 2.117 -1.305 1.023
H 3.379 0.416 -1.672
H 3.538 -1.321 -1.321
H 2.515 1.534 1.269
H 1.512 1.839 -0.235
H 0.954 0.924 1.159
H 1.010 -1.602 0.851
H 2.137 -0.865 1.986
H 3.036 -1.984 0.722
```

These are the Löwdin partial charges, in e, on atoms 1 to 8: -0.062 -0.353 0.868 -0.281 -0.354 -0.124 0.080 0.024

(12)
C8H15OPS | ωB97M-V with the def2-TZVPD basis set

As for the SMILES: CC(C)[C@@H](C)C#P.CC(O)=S. For the molar mass, the calculation gives 190.2 g mol⁻¹. The HOMO-LUMO gap (spin up / spin down) is 9.256 / 9.255 eV. The energy above the lowest of the compared OMol25 structures with the same formula, charge and spin is 35.2 kcal per mole. Its energy is -1128.49078 a.u. The LUMO energy (spin up / spin down) comes out at 0.180 / 0.179 eV. The net charge is 0.

The geometry in XYZ format:
```
26
C8H15OPS (ωB97M-V with the def2-TZVPD basis set)
C 0.977 0.914 -2.263
C -0.406 1.281 -1.704
C -0.691 2.769 -1.791
C -0.534 0.693 -0.311
C 0.459 1.221 0.743
C -1.833 1.028 0.172
P -3.200 1.289 0.802
H 0.980 1.158 -3.342
H 1.114 -0.221 -2.158
H 1.742 1.278 -1.623
H -1.131 0.694 -2.335
H -0.202 3.205 -0.876
H -1.836 2.826 -1.662
H -0.403 3.129 -2.813
H -0.404 -0.295 -0.394
H -0.048 1.000 1.648
H 1.528 0.728 0.711
H 0.756 2.314 0.768
C 0.948 -3.069 2.900
C 0.336 -3.106 1.583
O -1.011 -3.267 1.524
S 0.913 -3.091 0.049
H 2.054 -3.042 2.926
H 0.387 -2.269 3.520
H 0.670 -3.973 3.359
H -1.164 -3.194 0.567
```

These are the Löwdin partial charges, in e, on atoms 1 to 8: -0.071 -0.458 -0.078 -0.476 -0.069 -0.655 0.828 0.086